No. 1
Entry from OMol25: a single C17H26N4O3S molecule (ωB97M-V with the def2-TZVPD basis set).

XYZ file:
```
51
Properties=species:S:1:pos:R:3:lowdin_charge:R:1
O 1.69285 0.25256 1.31873 0.054
C 0.91627 -0.29278 2.07958 -0.465
N 1.34434 -0.99328 3.15374 0.082
C 2.74965 -1.22266 3.42221 -0.114
C 3.15535 -2.62185 3.03412 -0.274
C 3.08527 -3.03797 1.70742 -0.015
C 3.44307 -4.33957 1.40334 -0.065
C 3.85828 -5.17544 2.42959 -0.069
C 3.89128 -4.66349 3.71690 -0.147
N 3.54480 -3.42301 4.01502 0.102
C -0.60027 -0.26053 1.92376 -0.223
C -1.01369 -1.05733 0.67668 -0.112
C -0.61539 -0.32328 -0.60300 -0.200
N -1.16293 1.01728 -0.65251 -0.210
S -2.80899 1.10371 -1.01997 0.647
O -3.31264 -0.22013 -1.23080 -0.268
O -3.46621 1.94765 -0.06848 -0.266
N -2.90323 1.87611 -2.47493 -0.237
C -2.61575 3.29178 -2.49816 -0.193
C -1.14062 3.58404 -2.77651 -0.176
C -0.71333 2.88829 -4.06687 -0.198
C -0.97444 1.38903 -3.94143 -0.177
C -2.45443 1.14972 -3.64024 -0.193
C -0.74295 1.81720 0.48146 -0.200
C -1.12779 1.17635 1.81407 -0.112
H 0.68558 -1.49719 3.72542 0.145
H 2.95394 -1.07077 4.48420 0.122
H 3.30202 -0.49131 2.82534 0.126
H 2.76346 -2.34761 0.94302 0.111
H 3.40290 -4.69665 0.38434 0.106
H 4.14853 -6.19608 2.23541 0.099
H 4.20608 -5.27126 4.55523 0.104
H -1.05120 -0.73004 2.80533 0.138
H -0.55325 -2.04818 0.69025 0.124
H -2.09882 -1.17580 0.67251 0.113
H -0.99082 -0.86578 -1.47058 0.116
H 0.47301 -0.23277 -0.66475 0.123
H -2.92890 3.68604 -1.53161 0.111
H -3.23679 3.74439 -3.28000 0.130
H -0.99473 4.66264 -2.85548 0.113
H -0.53499 3.20977 -1.95074 0.097
H 0.34520 3.07145 -4.26022 0.110
H -1.28539 3.29043 -4.90682 0.113
H -0.70503 0.87373 -4.86492 0.113
H -0.37078 0.98643 -3.12739 0.098
H -2.66093 0.09744 -3.44604 0.111
H -3.06345 1.47622 -4.49126 0.130
H -1.22214 2.79200 0.39336 0.115
H 0.34292 1.92952 0.41978 0.122
H -0.73746 1.78278 2.63375 0.127
H -2.21744 1.15821 1.87817 0.112
```

Results
total charge = 0
multiplicity = 1
gap between HOMO and LUMO = 9.58 eV
SMILES string = O=C(NCc1ccccn1)C1CCN(S(=O)(=O)N2CCCCC2)CC1
relative energy (zero: lowest compared OMol25 entry of this formula, charge and spin) = 32.67 kJ/mol
HOMO energy = -8.839 eV
E_tot = -1506.3498 Eh

No. 2
Entry from OMol25: a single C17H26NO molecule (ωB97M-V with the def2-TZVPD basis set).

XYZ file:
```
45
Properties=species:S:1:pos:R:3:mulliken_spin:R:1
C 4.49066 -1.10107 2.50669 0.000
C 4.28061 0.00585 1.28408 0.000
C 5.49857 0.92096 0.65527 0.000
C 5.20282 1.97997 -0.57932 0.000
C 3.67287 2.12178 -1.16208 0.000
C 2.41187 1.21591 -0.54206 -0.001
C 0.93764 1.46807 -1.21223 0.007
C -0.29734 0.64634 -0.51669 0.005
C -1.70004 1.54710 -0.37941 0.018
C -2.93481 0.58629 0.10805 0.010
C -3.64133 1.37908 1.40042 0.003
C -4.13622 0.50529 -1.04170 0.005
N -2.53314 -0.77143 0.62965 0.337
O -2.00042 -0.73351 1.86177 0.595
C -1.72051 -1.57945 -0.35112 0.012
C -2.71206 -2.64683 -1.15943 0.008
C -0.69654 -2.55161 0.54359 -0.007
C -0.75470 -0.71505 -1.35256 0.013
C 2.77097 0.15598 0.66215 0.000
H 4.28448 -0.63684 3.57056 0.000
H 5.54354 -1.60234 2.39980 0.000
H 3.63730 -1.91377 2.34178 0.000
H 6.57787 0.76893 1.09827 0.000
H 6.06944 2.62017 -1.05372 0.000
H 3.47462 2.88106 -2.04861 0.000
H 0.64528 2.62399 -1.24009 0.000
H 0.99408 1.12938 -2.35285 0.001
H -0.00743 0.36244 0.58314 -0.012
H -1.51482 2.49153 0.28829 -0.001
H -1.93921 1.90501 -1.49246 0.001
H -4.34202 0.66747 2.03437 -0.002
H -2.72483 1.76565 2.05976 0.002
H -4.18990 2.36311 1.03561 0.000
H -3.78350 0.03676 -2.05457 0.000
H -5.03043 -0.05410 -0.52765 -0.003
H -4.52841 1.59705 -1.28559 -0.001
H -2.07058 -3.45489 -1.74891 0.002
H -3.28655 -3.26200 -0.31551 -0.004
H -3.51783 -2.11445 -1.82816 0.000
H 0.17455 -1.92964 1.05732 0.009
H -0.14673 -3.23908 -0.25843 -0.001
H -1.27661 -3.25055 1.28204 0.000
H 0.21770 -1.30750 -1.70030 0.003
H -1.30657 -0.36060 -2.33428 0.000
H 1.90767 -0.52049 1.13514 0.002
```

Results
total charge = 0
multiplicity = 2
gap between HOMO and LUMO (alpha / beta) = 8.63 / 8.08 eV
<S²> = 0.755
HOMO energy (alpha / beta) = -8.199 / -8.199 eV
E_tot = -792.8348 Eh

No. 3
Entry from OMol25: a molecular structure, C17H27As2O9PPdSe2Te2 (ωB97M-V with the def2-TZVPD basis set).

XYZ file:
```
61
Properties=species:S:1:pos:R:3:mulliken_spin:R:1
Pd -0.75121 1.32203 -1.25461 -0.039
Se 0.38299 0.09151 -4.48115 0.830
Te -1.76054 0.60545 -3.58861 0.584
Te -1.54639 3.69326 -2.15218 0.720
Se -1.68691 3.63997 0.19486 0.897
C -5.89344 1.95606 -0.30971 0.003
P -5.17249 1.00720 -1.65106 -0.015
C -5.61414 -0.71102 -1.36483 0.002
C -6.03207 1.50573 -3.14630 0.003
O -3.67719 1.20733 -1.74333 0.045
H -6.97057 1.79658 -0.25640 0.000
H -5.69717 3.01558 -0.47530 -0.004
H -5.43790 1.65679 0.63403 0.001
H -6.69475 -0.82410 -1.27452 0.000
H -5.13899 -1.06143 -0.44857 0.000
H -5.26610 -1.31843 -2.20102 0.003
H -7.10704 1.35763 -3.03946 0.000
H -5.67771 0.91494 -3.99151 0.002
H -5.83753 2.55991 -3.34420 0.001
C -1.33805 -1.55506 4.02872 0.012
O -1.41467 -1.78533 2.60575 0.083
C -0.40425 -1.42260 1.85832 0.210
O -0.53028 -1.81403 0.62067 0.043
C 0.68307 -0.73827 2.34731 0.124
C 1.60491 -0.03688 2.76348 0.154
As 4.17401 -0.20261 0.90459 0.004
C 5.41612 1.06598 0.13718 0.001
C 2.55329 0.04269 -0.23783 -0.021
C 1.90301 -1.04407 -0.65825 0.044
As -0.03137 -0.98663 -0.96577 -0.026
C -0.45151 -2.56129 -1.98344 0.022
C 2.55051 -2.39305 -0.59779 -0.012
O 1.96692 -3.39988 -0.30305 0.001
O 3.86452 -2.30475 -0.82461 0.000
C 4.59841 -3.54973 -0.68220 0.000
C 1.94887 1.41625 -0.26873 0.003
O 1.05707 1.74354 0.48804 0.011
O 2.48545 2.29963 -1.09355 -0.004
C 3.23740 1.85347 -2.24620 0.000
C 2.65469 0.81690 3.03232 0.185
O 3.58329 1.07248 2.15567 0.063
O 2.83447 1.41640 4.17110 0.079
C 1.83254 1.27806 5.20218 0.014
H -2.23976 -1.99387 4.43885 0.000
H -1.30988 -0.48529 4.22996 -0.001
H -0.45759 -2.04836 4.43695 -0.005
H 6.22339 1.19433 0.85667 0.000
H 4.94087 2.02570 -0.05569 0.000
H 5.83010 0.64284 -0.77808 0.000
H -0.19851 -3.41802 -1.36525 -0.002
H 0.12480 -2.57128 -2.90578 -0.005
H -1.51401 -2.54013 -2.21681 -0.006
H 5.63710 -3.29603 -0.85995 0.000
H 4.24272 -4.26320 -1.42076 0.000
H 4.45467 -3.95091 0.31773 0.000
H 3.35517 2.73632 -2.86532 0.000
H 2.67968 1.09180 -2.78783 0.000
H 4.21442 1.47757 -1.95242 0.002
H 2.07488 2.03166 5.94201 0.000
H 1.90060 0.28296 5.63790 -0.002
H 0.84208 1.45772 4.78777 -0.006
```

Results
total charge = +2
multiplicity = 5
gap between HOMO and LUMO (alpha / beta) = 6.21 / 5.50 eV
<S²> = 6.130
HOMO energy (alpha / beta) = -12.874 / -13.414 eV
E_tot = -11620.2316 Eh